{
  "formula": "C3H10N2S",
  "method": "the ωB97M-V functional and the def2-TZVPD basis",
  "smiles": "NC[C@@H](N)CS",
  "de_lowest_kj_mol": 61.1,
  "total_energy_ha": -627.9714,
  "fmax_ha_per_bohr": 0.0397,
  "multiplicity": 1,
  "orbital_gap_ev": 9.6,
  "elements": ["S", "N", "N", "C", "C", "C", "H", "H", "H", "H", "H", "H", "H", "H", "H", "H"],
  "xyz": [[0.547152, 0.155005, -2.245352], [-1.433113, -0.557907, 2.482195], [0.091183, 1.520803, 0.648944], [0.660344, -0.546648, -0.628257], [-0.201919, -0.644620, 1.731021], [-0.266601, 0.146998, 0.376626], [-1.288961, 0.109546, 0.003820], [0.140426, -1.657602, 1.517104], [1.055606, 1.662469, 0.846769], [-0.317820, 2.342737, 0.214531], [0.632963, -0.159585, 2.242047], [-1.747829, -1.467791, 2.802531], [1.693481, -0.635434, -0.285439], [0.300772, -1.584333, -0.564776], [-2.142245, -0.049221, 1.974245], [1.075881, -0.794228, -3.026034]],
  "atomic_forces_ev_per_a": [[-0.3, 0.9, -0.8], [0.2, -0.3, 0.4], [-0.7, 0.8, 0.3], [-0.3, -1.8, 1.0], [0.6, 0.8, -1.2], [0.6, 0.2, 0.5], [-0.1, 0.0, -0.2], [-0.4, -0.3, 0.2], [0.6, 0.1, 0.1], [0.0, -0.8, -0.2], [0.0, -0.1, 0.4], [-0.2, 0.4, -0.2], [0.0, 0.5, 0.2], [0.1, 0.1, -0.7], [-0.1, -0.2, 0.1], [0.1, -0.2, 0.3]],
  "mulliken_charge": [-0.268, -0.528, -0.502, -0.710, -0.513, -0.159, 0.416, 0.366, 0.180, 0.204, 0.232, 0.230, 0.384, 0.326, 0.225, 0.118]
}